No. 1
This record from the Open Molecules 2025 dataset describes C18H17ClN4O5S2 as an isolated structure. The level of theory is the ωB97M-V functional and the def2-TZVPD basis.

```
47
Properties=species:S:1:pos:R:3:forces:R:3:nbo_charge:R:1
C -0.532 2.629 -0.039 -2.53 2.05 3.79 -0.624
C 0.904 2.875 0.059 1.15 -0.11 -4.04 0.097
N 1.451 2.374 -1.218 -1.40 3.08 -4.12 -0.699
S 0.978 2.784 -2.790 3.82 5.64 -1.49 2.170
O 0.153 4.155 -2.725 2.66 -6.24 -0.29 -0.866
O 2.211 2.760 -3.757 -4.02 0.11 3.76 -0.891
C 0.156 1.389 -3.245 -10.79 0.99 1.19 -0.394
C -1.535 1.468 -3.002 5.99 -7.67 -1.82 -0.053
C -2.262 0.301 -3.029 2.87 1.60 0.61 -0.256
C -1.510 -0.954 -3.081 -3.41 -0.06 -2.06 -0.070
C -0.260 -1.166 -3.531 0.60 4.48 1.03 -0.205
C 0.437 0.160 -3.527 7.14 -2.88 -0.42 -0.136
H 1.642 0.314 -3.510 -2.19 -2.03 -0.90 0.245
H 0.296 -2.081 -3.584 -0.08 -0.18 -0.18 0.249
C -2.376 -2.163 -2.889 3.46 -1.76 -0.40 0.696
O -2.798 -2.871 -3.802 -0.22 1.45 3.04 -0.510
N -2.032 -2.633 -1.531 -9.54 -9.62 -9.08 -0.630
C -1.437 -2.089 -0.605 -3.14 -10.22 5.55 0.609
N -1.066 -1.039 -0.457 5.56 14.89 -3.54 -0.341
N -0.417 -0.877 0.656 0.74 3.99 3.18 -0.267
C -0.877 -1.792 1.378 1.64 -2.88 -0.67 0.389
C -0.442 -2.230 2.586 0.55 -0.81 8.74 -0.188
C -0.868 -3.356 3.433 5.91 8.77 -0.14 -0.149
C -0.296 -3.271 4.708 -4.23 -3.51 3.65 -0.309
C -0.050 -2.009 5.082 4.22 1.76 1.97 -0.117
S 0.325 -1.011 3.776 -1.35 -0.47 -2.30 0.468
Cl 1.025 -1.410 6.657 -2.11 -1.24 -2.36 -0.083
H -0.690 -4.063 5.538 1.63 1.74 -2.06 0.249
H -1.275 -4.074 2.996 -3.76 -6.47 -3.19 0.202
O -1.406 -2.775 0.644 -1.60 -0.95 -1.34 -0.442
H -2.726 -3.656 -1.422 3.17 4.01 0.28 0.448
H -3.327 0.380 -2.831 0.15 -0.51 -0.12 0.235
H -1.887 2.325 -2.859 -3.20 7.20 1.05 0.177
C 2.529 1.562 -1.021 0.06 -6.03 -2.59 0.148
O 2.870 1.684 0.274 -0.42 -0.24 1.31 -0.502
C 1.552 1.830 0.883 6.67 11.77 3.24 -0.020
H 1.763 2.599 1.913 -0.47 -3.07 -2.17 0.176
H 1.226 0.988 1.078 -4.04 -7.90 1.64 0.192
H 3.350 1.512 -1.723 0.35 1.12 0.09 0.225
H 2.016 0.358 -1.378 1.43 2.02 1.54 0.032
C 1.403 4.352 0.198 0.83 -4.62 -13.45 -0.551
H 0.936 4.650 0.851 -7.58 6.08 12.95 0.162
H 2.354 4.608 0.105 4.42 0.14 0.33 0.224
H 0.941 5.099 -0.699 0.89 -2.62 1.88 0.229
H -0.918 1.691 -0.389 0.53 -0.93 0.51 0.245
H -1.053 3.324 -0.631 -0.26 1.31 -1.04 0.234
H -0.895 2.956 1.026 -0.07 -1.22 -1.56 0.204
```
Positions in Å, forces in eV/Å.

Calculated values
E	-69314.0076	eV
HOMO-LUMO gap	7.57	eV
largest force on an atom	16.3	eV/A

***

No. 2
This record from the Open Molecules 2025 dataset describes C13H19IN3O4P as an isolated structure. The level of theory is the ωB97M-V functional and the def2-TZVPD basis.

```
41
Properties=species:S:1:pos:R:3:forces:R:3:nbo_charge:R:1
O 5.698 -2.072 1.207 -2.51 3.61 -0.48 -1.035
P 4.809 -0.836 1.004 1.73 -2.35 0.13 2.414
O 3.946 -0.881 -0.487 1.26 -0.49 2.46 -0.994
O 5.715 0.639 0.951 -2.89 -2.55 -1.11 -0.923
I 5.312 1.637 -0.798 0.69 0.42 0.79 0.484
O 3.589 -0.781 2.233 0.56 1.91 -3.91 -0.729
C 2.518 0.026 1.653 -2.56 0.58 -0.43 0.448
C 1.272 -0.756 1.181 -0.64 3.96 -0.80 -0.291
C 0.122 0.095 0.533 3.41 1.88 1.44 -0.162
C 0.354 1.643 0.446 3.03 -2.87 1.64 -0.290
C 1.698 2.172 0.998 -1.65 -1.53 -0.39 0.029
N 2.755 1.426 1.602 -3.86 -2.61 -1.65 -0.471
H 4.021 -1.779 -0.883 0.17 0.63 0.65 0.526
H 1.165 -1.895 1.257 0.41 2.06 -0.01 0.259
H -0.852 -0.368 0.142 1.75 0.64 0.71 0.262
H -0.391 2.362 -0.021 1.10 -1.22 0.74 0.255
H 1.856 3.313 0.932 -0.07 -2.10 0.21 0.213
C 0.397 -1.032 -4.127 0.00 -0.08 -0.03 -0.614
C 0.726 0.365 -4.644 -0.05 -0.33 -0.16 -0.383
C 0.742 1.421 -3.537 -0.81 -0.06 0.11 -0.508
C -0.609 1.500 -2.886 -2.39 0.36 1.38 0.304
N -1.673 1.562 -2.373 3.46 -0.23 -1.69 -0.357
H -0.604 -1.074 -3.690 0.09 0.05 0.02 0.219
H 0.425 -1.756 -4.944 0.03 0.05 0.09 0.218
H 1.118 -1.348 -3.366 -0.07 0.01 -0.04 0.203
H -0.007 0.641 -5.410 0.11 0.09 0.08 0.210
H 1.706 0.343 -5.130 -0.06 0.14 0.07 0.210
H 0.995 2.399 -3.954 -0.13 -0.01 0.16 0.249
H 1.490 1.172 -2.779 -0.17 0.03 0.08 0.251
C -4.935 0.239 2.371 -0.06 0.05 -0.03 -0.614
C -4.566 -0.702 3.513 -0.32 0.16 -0.13 -0.383
C -3.090 -1.105 3.499 -0.09 -0.45 -0.69 -0.505
C -2.766 -1.820 2.219 1.07 -1.89 -3.14 0.302
N -2.517 -2.395 1.204 -1.02 2.40 4.14 -0.358
H -4.786 -0.232 1.396 0.06 0.03 0.08 0.219
H -5.988 0.522 2.437 0.10 0.02 0.01 0.218
H -4.334 1.153 2.406 -0.06 -0.06 -0.03 0.205
H -5.195 -1.596 3.452 0.14 0.03 0.09 0.210
H -4.794 -0.213 4.464 0.12 -0.12 -0.01 0.211
H -2.872 -1.767 4.342 0.11 -0.02 -0.18 0.252
H -2.450 -0.223 3.588 0.03 -0.12 -0.12 0.248
```
Positions in Å, forces in eV/Å.

Calculated values
E	-43836.0989	eV
HOMO-LUMO gap	7.71	eV
largest force on an atom	4.9	eV/A